(1)
The following is a DFT calculation (wB97M-V/def2-TZVPD) of C18H28N2O3S2 in the gas phase.

Geometry (Å):
C: 4.97966 1.70800 -1.78580
H: 4.00006 2.15297 -1.93320
H: 5.17346 0.96091 -2.55102
H: 5.75062 2.47058 -1.80745
S: 5.04168 0.91633 -0.15089
C: 3.33147 0.28816 -0.08114
C: 2.35999 1.37132 0.37317
C: 0.92605 1.08478 -0.08003
N: 0.43570 -0.16371 0.46362
S: -1.20732 -0.36429 0.70253
O: -1.64703 -1.46736 -0.11351
O: -1.84581 0.90595 0.51868
C: -1.25230 -0.83248 2.41645
C: -1.15358 0.15550 3.37727
C: -1.14152 -0.20236 4.71207
C: -1.22616 -1.54104 5.09032
C: -1.32658 -2.51547 4.10339
C: -1.33779 -2.16491 2.76390
H: -1.42385 -2.90402 1.98336
H: -1.39743 -3.55573 4.38456
C: -1.22284 -1.90938 6.54078
H: -0.39095 -1.43094 7.05392
H: -1.14614 -2.98509 6.67208
H: -2.14326 -1.56863 7.01373
H: -1.06643 0.56000 5.47328
H: -1.10015 1.18589 3.06474
H: 0.85897 -0.98560 0.06228
H: 0.25792 1.85762 0.31828
C: 0.82143 1.18727 -1.61644
O: 1.57817 1.89536 -2.25544
N: -0.14742 0.43990 -2.15982
H: -0.79767 -0.04990 -1.56523
C: -0.51990 0.52840 -3.55980
C: -1.73478 1.44600 -3.73796
C: -2.99369 0.83241 -3.13072
C: -3.26803 -0.53456 -3.75017
C: -2.08177 -1.46788 -3.52821
C: -0.80695 -0.86643 -4.11840
H: 0.04412 -1.52051 -3.91691
H: -0.91605 -0.78240 -5.20203
H: -2.27496 -2.43265 -4.00274
H: -1.96012 -1.64791 -2.45858
H: -4.16578 -0.96943 -3.30756
H: -3.44395 -0.41680 -4.82309
H: -2.87639 0.73071 -2.04960
H: -3.84105 1.49813 -3.30804
H: -1.52222 2.41063 -3.27332
H: -1.88815 1.61137 -4.80671
H: 0.34450 0.96904 -4.07007
H: 2.39777 1.46966 1.45816
H: 2.64726 2.32588 -0.07130
H: 3.34295 -0.55375 0.60949
H: 3.08988 -0.06596 -1.08315

## Properties
- HOMO level (eV) = -8.32
- relative energy (zero: lowest compared OMol25 entry of this formula, charge and spin) (kcal/mol) = 0.40
- net charge = 0
- gap between HOMO and LUMO (Eh) = 0.3226
- electronic energy (hartree) = -1834.32819
- E_LUMO (Eh) = 0.01669

=====

(2)
The following is a DFT calculation (wB97M-V/def2-TZVPD) of 2 unconnected molecules or ions with the total composition C18H28N2O8 in a non-equilibrium geometry.

Geometry (Å):
O: -0.47367 -4.04967 2.12046
O: -4.11569 -0.81659 1.81596
O: 1.23515 -2.47343 -1.19077
O: 2.34101 3.57404 -3.57627
O: 2.84748 2.81197 -0.90364
O: 3.77991 0.31616 -1.20281
O: 0.36089 -0.38603 -2.47341
O: 2.23759 -0.12307 -3.80824
C: -1.61015 -3.99930 1.66721
C: -3.00032 -0.59819 2.27741
C: 0.08086 3.18039 1.58210
C: 0.66561 2.18302 2.38285
C: -0.78965 2.82434 0.53773
C: 0.37993 0.82858 2.13886
C: -1.08139 1.47099 0.29723
C: -0.49911 0.47198 1.09874
N: -2.76533 0.44586 3.08450
N: -2.29637 -2.86610 1.53543
C: -2.30828 -5.26611 1.23063
C: -3.77296 1.42853 3.48167
C: 1.94498 1.22923 -4.19415
C: 2.12617 -1.93854 -2.19355
C: 2.62373 2.20789 -3.22737
C: 2.13435 1.94042 -1.79784
C: 2.36684 0.47571 -1.40796
C: 1.78306 -0.46874 -2.49079
C: -0.87700 -0.97888 0.89207
C: -1.82315 -1.54536 1.96322
H: 1.52742 -3.35899 -0.90546
H: 2.69258 3.78075 -4.46043
H: 2.76405 3.72284 -1.24494
H: 4.08822 1.12801 -0.75390
H: 0.07424 -1.10491 -1.87468
H: 0.30966 4.22126 1.76264
H: 1.34479 2.45790 3.17776
H: -1.23561 3.59042 -0.08082
H: 0.83622 0.06133 2.74909
H: -1.76400 1.20205 -0.49739
H: -1.81451 0.60182 3.38241
H: -3.23518 -2.90625 1.16574
H: -1.67105 -6.11865 1.46188
H: -2.49253 -5.22507 0.15904
H: -3.25154 -5.36137 1.76559
H: -4.43629 0.99465 4.23193
H: -3.29058 2.31583 3.89460
H: -4.36953 1.72009 2.61425
H: 2.31664 1.39936 -5.20825
H: 0.86308 1.39923 -4.20494
H: 3.16671 -2.02449 -1.86535
H: 2.02501 -2.51921 -3.11605
H: 3.70583 2.04323 -3.27403
H: 1.05957 2.14799 -1.74664
H: 1.85303 0.27676 -0.46299
H: 0.03619 -1.57272 0.89458
H: -1.34453 -1.08699 -0.08794
H: -1.25239 -1.66394 2.88502

## Properties
- HOMO level (eV) = -9.13
- relative energy (zero: lowest compared OMol25 entry of this formula, charge and spin) (kcal/mol) = 6.14
- net charge = 0
- gap between HOMO and LUMO (Eh) = 0.3574
- electronic energy (hartree) = -1414.15920
- E_LUMO (Eh) = 0.02176

=====

(3)
The following is a DFT calculation (wB97M-V/def2-TZVPD) of a molecular structure, C18H29AsN6O6SZr.

Geometry (Å):
Zr: -0.33244 0.42362 0.29911
C: 2.06204 1.06495 5.46462
N: 1.98833 0.43027 4.14899
C: 2.66985 -0.84724 3.93586
C: 1.24832 0.93264 3.15815
N: 1.20266 0.43653 1.94999
N: 0.49118 2.04599 3.47505
C: -0.34624 2.73826 2.63644
N: -0.91242 3.82517 3.18333
N: -0.56975 2.35703 1.41596
H: 2.34304 2.11607 5.38112
H: 2.84137 0.57669 6.03910
H: 1.12493 0.96083 6.01733
H: 3.09538 -1.17417 4.87815
H: 3.48236 -0.74574 3.21323
H: 1.95834 -1.60629 3.60673
H: 1.80375 -0.37662 1.88085
H: 0.48393 2.32338 4.44193
H: -0.69832 4.13880 4.11396
H: -1.61813 4.33466 2.67972
H: -1.24482 2.94919 0.94304
O: -3.76525 1.57259 -1.75062
C: -2.77324 0.99945 -1.40284
O: -1.84465 1.50462 -0.60399
C: -2.41890 -0.37662 -1.90874
C: -3.27396 -1.05317 -2.78343
C: -2.85976 -2.25293 -3.29011
C: -1.58084 -2.75074 -2.96076
C: -1.07615 -3.95237 -3.51741
C: 0.18469 -4.37320 -3.21822
C: 0.99940 -3.60840 -2.35288
C: 0.53722 -2.45492 -1.78694
C: -0.77301 -2.00385 -2.06895
N: -1.23709 -0.83389 -1.52479
H: -4.22371 -0.59995 -3.02924
H: -3.48943 -2.82003 -3.96473
H: -1.70585 -4.51963 -4.19074
H: 0.57097 -5.28716 -3.64767
H: 2.00439 -3.94562 -2.13633
H: 1.17486 -1.88125 -1.12882
C: -2.38662 -2.88019 1.66695
S: -1.20719 -1.64499 2.03891
O: -1.84046 -0.31017 1.78583
O: -0.69545 -1.83002 3.35747
O: -0.15540 -1.69025 0.95875
H: -3.19262 -2.79026 2.39265
H: -1.89188 -3.84452 1.76408
H: -2.75063 -2.72125 0.65414
C: 3.13841 2.06725 -2.78342
As: 1.27054 1.87414 -2.48190
C: 0.46896 0.88512 -3.90087
C: 0.41857 3.56506 -2.27998
O: 1.09064 1.00987 -1.02330
H: 3.29898 2.63935 -3.69639
H: 3.58162 1.07836 -2.88375
H: 3.57854 2.58908 -1.93616
H: 0.73498 1.35210 -4.84880
H: -0.61254 0.89294 -3.77972
H: 0.84600 -0.13622 -3.87192
H: 0.50747 4.12619 -3.20961
H: 0.90624 4.10870 -1.47298
H: -0.63122 3.39279 -2.04543

## Properties
- HOMO level (eV) = -14.21
- relative energy (zero: lowest compared OMol25 entry of this formula, charge and spin) (kcal/mol) = 0.21
- net charge = +2
- gap between HOMO and LUMO (Eh) = 0.3118
- electronic energy (hartree) = -4164.12506
- E_LUMO (Eh) = -0.21020

=====

(4)
The following is a DFT calculation (wB97M-V/def2-TZVPD) of a molecular structure, C18H29AuNS3Te.

Geometry (Å):
Au: -1.48687 -1.32171 0.31144
C: -1.12529 -3.22880 3.14668
C: -1.38594 -4.25584 2.05376
S: -1.96617 -3.59234 0.45926
C: -0.81674 -4.38502 -0.70555
C: 0.68444 -4.20333 -0.49460
S: 1.26620 -2.48711 -0.46025
C: 2.23520 -2.44035 1.07260
C: 1.56744 -2.85684 2.37879
S: 0.07325 -1.91748 2.80111
H: -2.04082 -2.69230 3.39878
H: -0.81221 -3.76598 4.04315
H: -0.49376 -4.84587 1.85396
H: -2.15423 -4.94834 2.39743
H: -1.04813 -5.45146 -0.69584
H: -1.12487 -3.99581 -1.67648
H: 1.01506 -4.69519 0.41841
H: 1.18468 -4.71555 -1.31708
H: 3.14063 -3.03486 0.93904
H: 2.55687 -1.39840 1.14203
H: 1.32269 -3.91796 2.37936
H: 2.29529 -2.71188 3.17817
C: 0.15291 3.68913 0.37962
Te: -0.02554 1.57182 0.56600
C: 1.55817 1.43994 -0.81935
C: 2.27644 2.76320 -0.61922
C: 3.58147 2.94221 -1.07281
C: 4.22638 4.15275 -0.90141
C: 3.57256 5.20740 -0.27045
C: 2.27461 5.04741 0.17923
C: 1.61691 3.83094 0.01011
H: -0.11921 4.11019 1.34556
H: -0.47868 4.11071 -0.39370
H: 1.25882 1.22099 -1.84246
H: 2.18300 0.62344 -0.45284
H: 4.09152 2.12067 -1.56098
H: 5.24027 4.27896 -1.25592
H: 4.07557 6.15522 -0.13555
H: 1.75930 5.87059 0.65780
C: -2.58928 0.16104 -2.33625
C: -2.56845 1.15941 -1.17756
C: -2.25710 2.54158 -1.73437
C: -3.93741 1.18467 -0.49881
N: -1.56995 0.70723 -0.17900
H: -3.31577 0.46714 -3.09025
H: -2.86975 -0.83253 -1.98198
H: -1.60556 0.09671 -2.80503
H: -2.96097 2.78378 -2.53068
H: -1.25002 2.58767 -2.15870
H: -2.37082 3.30847 -0.96823
H: -4.72230 1.43937 -1.21311
H: -3.95287 1.91709 0.30971
H: -4.16094 0.20525 -0.07355

## Properties
- HOMO level (eV) = -10.95
- relative energy (zero: lowest compared OMol25 entry of this formula, charge and spin) (kcal/mol) = 0.00
- net charge = +1
- gap between HOMO and LUMO (Eh) = 0.3194
- electronic energy (hartree) = -2356.05066
- E_LUMO (Eh) = -0.08278